[1]
DFT (ωB97M-V/def2-TZVPD) results for a cluster of 2 separate species, CH6S2 in total in a non-equilibrium geometry.

Geometry (Å):
H -1.14808 3.31488 1.73307
H -1.73729 3.05230 0.15934
C -0.94724 2.68609 0.87551
H -1.44881 0.38303 0.12904
H 0.05231 2.49763 0.61638
H 1.46194 -3.34216 -1.42280
S -1.49321 0.84459 1.36775
H 2.55504 -1.93038 -0.53122
S 1.86498 -2.10033 -1.73881

Atomic forces in eV per Å
H 0.59 -0.29 0.60
H 1.33 -0.79 -0.06
C -3.53 -1.12 0.62
H 0.06 -0.32 -0.75
H 1.27 0.33 -0.78
H 0.07 0.10 0.04
S 0.32 2.15 0.32
H -0.66 -0.28 -1.22
S 0.56 0.23 1.24

The gap between HOMO and LUMO (alpha / beta) comes out at 7.888 / 2.981 eV. The total charge is +1. The value obtained for the HOMO energy (alpha / beta) is -12.683 / -12.521 eV. The calculation puts the lowest unoccupied orbital energy (alpha / beta) at -4.8 / -9.5 eV. The multiplicity is 2. The value obtained for the relative energy (zero: lowest compared OMol25 entry of this formula, charge and spin) is 21.8 kcal per mole. The electronic energy comes out at -837.68546 Ha.

---

[2]
DFT (ωB97M-V/def2-TZVPD) results for a structure of composition C3H5O3Rh in a non-equilibrium geometry.

Geometry (Å):
C -0.80320 1.25480 -0.28384
H 1.74754 -1.96757 0.09692
O 2.38542 -1.25519 0.05134
C -2.09686 0.54480 -0.63494
H -2.31964 0.53793 -1.70628
C -0.63350 -1.02200 0.23330
Rh 2.02861 0.41022 0.75096
O -1.82750 -0.83447 -0.23366
H -0.27381 1.67597 -1.14215
H -2.96381 0.89214 -0.06542
H -0.88752 2.00537 0.50616
O -0.00383 0.15278 0.26105

Atomic forces in eV per Å
C -0.28 0.93 -0.13
H -0.80 -1.07 -0.10
O 0.83 0.00 -0.24
C -0.32 0.28 -0.12
H 0.04 -0.03 0.30
C -1.14 -1.05 -0.22
Rh 1.42 1.09 0.78
O 0.88 -0.35 0.30
H -0.09 -0.15 0.14
H 0.24 -0.11 -0.15
H -0.08 -0.16 -0.18
O -0.72 0.60 -0.37

The gap between HOMO and LUMO (alpha / beta) comes out at 8.561 / 6.713 eV. The total charge is +1. The value obtained for the HOMO energy (alpha / beta) is -12.107 / -15.016 eV. The calculation puts the lowest unoccupied orbital energy (alpha / beta) at -3.5 / -8.3 eV. The multiplicity is 6. The value obtained for the relative energy (zero: lowest compared OMol25 entry of this formula, charge and spin) is 24.0 kcal per mole. The electronic energy comes out at -452.99323 Ha.

---

[3]
DFT (ωB97M-V/def2-TZVPD) results for a cluster of 2 separate species, C9H14O in total in a non-equilibrium geometry.

Geometry (Å):
C 0.49051 1.20879 -2.64294
H -1.67293 2.01454 1.96036
H 1.22942 2.90864 -3.92163
H 2.14344 -0.71144 0.98991
H -1.25591 -3.43307 1.30214
H -3.03900 0.71421 1.85328
C -2.04956 1.02714 2.22479
C 1.09784 -0.93548 1.08670
C -1.05627 -0.06116 1.86433
H 0.80112 1.10118 1.69363
H 1.75818 1.50729 -4.47116
C -0.82504 -2.41833 1.23176
H 2.14201 -3.02325 0.30442
C 0.31528 0.17642 1.53171
H -2.58990 -1.60781 2.08312
C -1.57685 -1.34636 1.72830
H 2.45155 2.10211 -2.93356
C 0.49216 -2.15580 0.91535
H -2.20065 0.97782 3.27973
H 0.77795 0.89084 -1.64147
O 1.23353 -3.25659 0.61456
H -0.31178 1.95510 -2.42843
C 1.58548 1.97161 -3.47568
H 0.05940 0.39359 -3.14921

Atomic forces in eV per Å
C -0.01 2.69 0.41
H -0.51 -0.02 -0.20
H -0.13 0.33 1.04
H 0.43 -0.56 -0.38
H 0.59 0.63 -0.49
H 0.43 0.80 -0.45
C 0.36 -0.93 0.07
C -1.53 2.59 0.84
C 0.71 0.65 -0.99
H 0.18 0.96 0.04
H 0.47 -0.62 0.93
C -1.00 0.80 1.09
H -1.20 -0.09 0.45
C -1.50 -2.99 -0.02
H 0.45 0.57 -0.34
C 0.14 -1.13 -0.04
H 2.00 0.39 0.87
C 0.96 -1.14 0.20
H 0.05 0.36 1.09
H 0.53 -0.14 -0.18
O 1.45 -0.49 -0.89
H 0.26 -0.69 -0.24
C -2.66 -0.97 -2.12
H -0.47 -1.00 -0.69

The gap between HOMO and LUMO comes out at 9.159 eV. The structure (SMILES) is Cc1ccc(O)cc1.CC. The value obtained for the HOMO energy is -8.304 eV. The calculation puts the lowest unoccupied orbital energy at 0.9 eV. The value obtained for the relative energy (zero: lowest compared OMol25 entry of this formula, charge and spin) is 24.1 kcal per mole. The electronic energy comes out at -426.53431 Ha.

---

[4]
DFT (ωB97M-V/def2-TZVPD) results for a structure of composition C38H43IrN6O3S in a non-equilibrium geometry.

Geometry (Å):
C -5.25064 1.83131 1.48780
C -2.63764 1.03861 -4.30560
C -1.08524 3.50561 0.24230
H 6.08286 1.37981 -1.78350
H 3.66366 -0.13839 4.30940
H 1.29806 -0.05349 2.38400
H -4.79474 -0.75399 2.51550
H 1.94086 -4.00069 -0.76250
C -2.93374 -0.12119 -2.12860
C 4.16066 -1.61979 1.61040
H 0.58126 -7.28489 -1.49400
C -3.96174 -0.05819 2.56010
H 5.68976 -0.84209 -1.29010
O 3.45716 2.92941 1.20880
H -1.20534 0.95741 -2.71400
N 0.06886 2.84551 0.26050
C 0.87676 -2.17229 -0.52870
H -3.03164 -0.62129 2.53730
C 3.16326 -0.66259 1.62140
C 2.19466 -0.55149 2.76830
H -2.18574 -1.71689 0.48260
C 2.78396 0.32931 3.87180
C -1.92734 0.27741 -3.18050
C -4.00384 0.94891 1.40950
N -0.76954 0.70391 2.21000
H 1.71166 -1.56509 -0.85130
H -2.14364 -4.19109 0.54270
O -3.29774 3.33221 -0.63550
H 0.98486 -5.68379 -2.02660
H -4.00964 0.47001 3.50870
H -0.16244 6.32131 1.84200
H 3.07326 1.29781 3.47330
H 0.85896 -1.74669 3.93940
C 5.19666 2.00551 -1.70520
H 3.06936 1.81751 -1.54250
N 0.56846 -6.28809 -1.34190
C -1.21304 4.76321 0.81380
C 3.07636 0.25701 0.55310
H 2.04286 0.48221 4.65240
C 5.06326 -1.68869 0.56250
C 1.14246 3.38271 0.83680
H -3.11724 1.93351 -3.91540
H -5.28814 2.33391 2.45130
H -3.12634 1.59311 1.50930
C 1.74546 -1.89999 3.32800
C 3.98776 0.18351 -0.51730
S -1.21884 2.68081 4.08880
C -0.09354 5.34451 1.39100
H 5.17396 2.67911 -2.55910
H 1.49266 -2.58299 2.51930
C -2.95394 0.55451 -0.88550
O -0.72714 -6.52659 0.48770
H 2.82666 -0.18189 -2.98460
N -1.96734 1.47931 -0.60710
H -0.66914 -1.47009 -2.95250
H -6.15544 1.24041 1.36610
H 2.00076 5.03441 1.86480
C 4.97186 -0.79139 -0.48550
H 4.23876 -2.31649 2.43100
Ir -0.03854 0.65171 0.21440
C -2.24434 2.77341 -0.37000
C 1.10436 4.64721 1.40500
C -0.12994 -5.80899 -0.28230
C -3.90844 -1.06449 -2.39590
C -1.26814 -3.63729 0.24180
H -1.92094 1.32771 -5.07340
C -1.29094 -2.25989 0.21090
C -4.91644 -0.68279 -0.25260
C 0.99426 -3.54519 -0.51020
C -4.90154 -1.34049 -1.46980
C 3.74766 0.39881 -2.99600
H -1.82294 -1.58559 -4.28930
C -1.15904 -0.91529 -3.74930
H 5.84166 -2.43639 0.56400
H -5.67304 -2.05809 -1.70560
C -0.95184 1.57501 2.98820
H 4.58056 -0.27729 -3.17490
H 5.26856 2.59651 -0.79570
H -3.40314 0.41681 -4.76620
H -2.18024 5.23911 0.80880
H -0.39754 -0.56279 -4.44080
N 2.07796 1.22961 0.55840
H 2.50766 -2.36029 3.95270
C 2.35956 2.50541 0.87950
H -5.70184 -0.90789 0.45310
H -5.21234 2.58161 0.70180
H -3.91694 -1.58049 -3.34500
C 3.92806 1.15021 -1.67450
H 3.69876 1.10641 -3.82050
C -3.95474 0.25901 0.07030
C -0.12004 -4.31709 -0.17310
N -0.25294 -1.52159 -0.20790

Atomic forces in eV per Å
C 0.23 0.07 -0.02
C 0.21 0.05 0.16
C -0.40 0.28 0.01
H 0.11 -0.05 -0.04
H 0.12 -0.06 0.05
H 0.35 -0.16 0.25
H -0.15 -0.10 0.00
H 0.05 0.04 -0.06
C 0.18 0.57 0.56
C 0.03 -0.10 -0.16
H -0.02 0.12 0.03
C 0.10 0.17 -0.14
H 0.10 -0.04 -0.11
O -0.13 0.29 -0.13
H -0.10 -0.07 -0.09
N -0.08 -1.77 1.12
C 0.14 0.21 -0.25
H 0.07 -0.12 0.05
C -0.22 0.41 -0.24
C -0.12 -0.02 0.03
H -0.03 0.10 0.08
C -0.24 0.02 -0.17
C 0.03 -0.07 -0.20
C -0.16 0.05 0.13
N 0.70 -0.80 -2.61
H 0.13 0.09 0.19
H -0.06 -0.01 0.05
O 0.14 0.24 0.16
H -0.04 -0.03 -0.01
H 0.01 0.04 0.17
H -0.01 0.09 0.10
H 0.08 0.16 -0.01
H -0.08 -0.07 0.11
C -0.24 0.07 0.03
H 0.13 -0.12 0.00
N 0.17 -0.11 -0.09
C 0.20 -0.18 -0.31
C 1.32 -0.64 0.13
H -0.06 0.05 0.18
C 0.03 0.00 -0.04
C 0.21 0.29 0.12
H -0.06 0.09 0.00
H -0.06 0.08 0.13
H -0.18 -0.11 0.01
C -0.01 0.26 -0.12
C -0.51 0.22 0.40
S -0.11 0.22 0.24
C -0.06 -0.22 -0.07
H 0.05 0.10 -0.10
H -0.07 -0.18 -0.05
C -1.51 -0.90 -0.55
O -0.14 0.16 0.18
H -0.10 -0.12 -0.07
N 2.27 -1.27 1.17
H 0.06 -0.17 0.05
H -0.13 -0.07 0.03
H 0.07 -0.01 -0.02
C 0.04 -0.20 0.04
H 0.00 -0.10 0.10
Ir -1.30 4.67 0.03
C -0.25 -0.29 -0.20
C 0.07 -0.19 -0.27
C 0.08 -0.39 -0.11
C -0.16 -0.17 0.11
C 0.36 -0.46 -0.34
H 0.02 0.06 -0.09
C -0.35 0.42 -0.11
C -0.05 -0.20 -0.14
C -0.44 -0.31 -0.13
C 0.06 -0.04 -0.06
C -0.06 0.22 0.17
H -0.04 -0.15 -0.06
C -0.06 0.23 0.14
H 0.10 -0.08 0.02
H -0.06 -0.10 -0.01
C 0.13 0.28 0.03
H 0.06 -0.09 -0.06
H 0.06 0.04 0.09
H -0.06 -0.07 -0.05
H -0.09 0.02 -0.10
H 0.11 -0.02 -0.13
N -1.95 -1.37 -0.39
H 0.10 -0.11 0.04
C 0.17 -0.44 0.33
H -0.09 0.00 0.12
H -0.09 0.06 -0.04
H 0.02 -0.03 -0.13
C 0.17 0.01 -0.13
H -0.02 0.03 -0.15
C 0.57 0.22 -0.36
C -0.10 0.96 0.19
N 0.84 0.64 1.36

The gap between HOMO and LUMO (alpha / beta) comes out at 5.845 / 5.858 eV. The value obtained for the HOMO energy (alpha / beta) is -8.065 / -8.078 eV. The calculation puts the lowest unoccupied orbital energy (alpha / beta) at -2.2 / -2.2 eV. The electronic energy comes out at -2530.67582 Ha.

---

[5]
DFT (ωB97M-V/def2-TZVPD) results for a structure of composition HN3O4S in a non-equilibrium geometry.

Geometry (Å):
N 2.28184 0.56183 0.23705
O -1.32669 1.62388 0.52220
O -0.25880 0.65654 -1.52602
O -2.32896 -1.32041 0.74901
N -1.52277 -1.17822 -0.12925
O -1.12162 -1.84171 -1.05046
H 3.37332 0.44319 0.26632
N 1.46553 0.49211 1.06131
S -0.56184 0.56280 -0.13016

Atomic forces in eV per Å
N 0.61 -0.37 -0.43
O 0.51 -1.49 -0.62
O 0.32 0.13 -0.26
O 0.44 -0.67 -0.78
N -0.01 0.52 -0.25
O -0.90 -0.32 1.16
H -1.96 0.33 0.77
N 1.43 -0.13 -0.45
S -0.45 1.98 0.88

The gap between HOMO and LUMO (alpha / beta) comes out at 7.939 / 7.026 eV. The value obtained for the HOMO energy (alpha / beta) is -9.396 / -9.341 eV. The calculation puts the lowest unoccupied orbital energy (alpha / beta) at -1.5 / -2.3 eV. The value obtained for the relative energy (zero: lowest compared OMol25 entry of this formula, charge and spin) is 92.4 kcal per mole. The electronic energy comes out at -863.78126 Ha.

---

- Which of these has the highest electronic energy?
  C9H14O